Entry 1:
70
Properties=species:S:1:pos:R:3:mulliken_charge:R:1 method="wB97M-V/def2-TZVPD" charge=+1 energy_ev=-63340.0626 smiles="CCN(c1ccccc1)S(=O)(=O)c1ccc(C(=O)N(CCC[NH+](C)C)c2nc3c(C)cccc3s2)cc1"
C -2.94 -2.15 -0.58 -0.50
C -4.25 -1.36 -0.49 -1.20
N -4.07 0.07 -0.38 0.11
C -3.98 0.69 0.88 0.41
C -4.27 2.05 1.01 -0.37
C -4.19 2.67 2.25 -0.53
C -3.85 1.94 3.38 -0.58
C -3.59 0.59 3.26 -0.80
C -3.65 -0.03 2.02 -0.42
S -3.54 0.84 -1.77 1.29
O -4.07 2.16 -1.86 -0.72
O -3.76 -0.06 -2.86 -0.70
C -1.76 0.99 -1.51 -0.24
C -0.92 0.20 -2.28 -0.49
C 0.45 0.29 -2.09 -0.36
C 0.97 1.17 -1.14 0.13
C 2.42 1.28 -0.96 0.78
O 3.02 2.36 -0.93 -0.81
N 3.11 0.10 -0.85 0.33
C 4.54 0.03 -1.08 -1.10
C 5.37 0.05 0.22 -0.56
C 5.93 1.42 0.59 -0.92
N 4.90 2.45 0.85 0.38
C 5.49 3.79 0.90 -0.92
C 4.13 2.18 2.07 -0.96
C 2.44 -1.03 -0.41 0.23
N 1.61 -0.99 0.55 -0.15
C 1.03 -2.20 0.78 -0.50
C 0.07 -2.47 1.76 0.86
C -0.39 -1.37 2.67 -1.40
C -0.41 -3.76 1.85 -0.75
C 0.05 -4.77 1.00 -0.73
C 1.01 -4.53 0.04 -0.79
C 1.49 -3.23 -0.07 0.91
S 2.68 -2.61 -1.17 -0.37
C 0.11 1.99 -0.41 -1.07
C -1.26 1.89 -0.59 -0.46
H -2.24 -1.85 0.20 -0.02
H -2.48 -1.98 -1.55 0.34
H -3.14 -3.21 -0.48 0.43
H -4.83 -1.53 -1.40 0.39
H -4.85 -1.69 0.37 0.62
H -4.55 2.62 0.14 0.58
H -4.42 3.72 2.33 0.42
H -3.81 2.42 4.34 0.41
H -3.34 0.01 4.13 0.40
H -3.45 -1.09 1.97 0.50
H -1.35 -0.45 -3.02 0.65
H 1.11 -0.31 -2.70 0.57
H 4.82 0.87 -1.73 0.62
H 4.73 -0.90 -1.62 0.60
H 4.78 -0.37 1.03 0.36
H 6.23 -0.61 0.08 0.47
H 6.56 1.33 1.48 0.38
H 6.55 1.78 -0.24 0.39
H 4.19 2.44 0.02 0.27
H 6.20 3.87 1.72 0.39
H 6.01 4.01 -0.04 0.36
H 4.71 4.54 1.03 0.37
H 3.59 1.24 1.98 0.33
H 4.79 2.13 2.93 0.37
H 3.40 2.97 2.22 0.36
H 0.43 -1.06 3.32 0.44
H -0.70 -0.50 2.09 0.19
H -1.21 -1.71 3.29 0.41
H -1.15 -4.00 2.59 0.42
H -0.35 -5.77 1.10 0.42
H 1.36 -5.31 -0.61 0.45
H 0.52 2.69 0.30 0.50
H -1.94 2.51 -0.03 0.58

Entry 2:
70
Properties=species:S:1:pos:R:3:mulliken_charge:R:1 method="wB97M-V/def2-TZVPD" spin_multiplicity=2 charge=+1 energy_ev=-149284.6389
Sn 0.46 -0.14 -0.08 1.10
C 1.86 -1.65 3.03 -1.01
C 0.49 -1.03 3.33 -0.73
N 0.26 0.19 2.57 0.58
C 0.85 1.41 3.10 -0.95
C 2.35 1.57 2.84 -0.80
S 2.89 1.16 1.13 0.04
C 4.04 -0.22 1.43 -0.85
C 3.47 -1.62 1.20 -0.69
N 2.07 -1.74 1.58 0.09
H 1.92 -2.62 3.52 0.44
H 2.64 -1.02 3.45 0.25
H 0.41 -0.85 4.41 0.40
H -0.27 -1.75 3.03 0.32
H -0.74 0.34 2.55 -0.20
H 0.69 1.49 4.18 0.41
H 0.34 2.24 2.60 0.31
H 2.94 0.96 3.52 0.40
H 2.61 2.61 3.00 0.63
H 4.41 -0.10 2.44 0.61
H 4.86 -0.06 0.74 0.51
H 4.10 -2.32 1.76 0.40
H 3.55 -1.88 0.14 0.15
H 1.73 -2.65 1.26 0.26
C 0.40 -2.91 -3.32 -0.89
N -0.94 -2.77 -2.83 0.26
C -1.83 -3.76 -2.54 -0.54
C -2.99 -3.17 -2.14 -0.41
N -2.82 -1.83 -2.18 -0.04
B -3.88 -0.74 -1.94 0.17
N -3.75 -0.11 -0.53 0.70
C -4.57 0.92 -0.18 -0.75
C -4.45 1.13 1.16 -0.52
N -3.55 0.23 1.63 0.15
C -3.25 0.02 3.02 -1.12
C -3.11 -0.51 0.58 0.13
S -1.88 -1.68 0.74 -0.42
C -1.57 -1.59 -2.59 -0.21
S -0.86 -0.06 -2.71 -0.26
H 0.50 -3.85 -3.87 0.35
H 1.11 -2.92 -2.49 0.23
H 0.65 -2.08 -3.98 0.36
H -1.58 -4.80 -2.64 0.50
H -3.91 -3.61 -1.83 0.53
H -4.95 -1.26 -1.98 -0.16
H -3.74 0.12 -2.75 -0.08
H -5.18 1.41 -0.90 0.54
H -4.93 1.83 1.81 0.52
H -4.19 -0.10 3.58 0.44
H -2.71 0.88 3.42 0.37
H -2.66 -0.89 3.13 0.32
C -1.41 5.19 -1.10 -0.90
O -1.48 3.99 -0.34 -0.34
C -0.64 2.98 -0.51 0.14
O -0.76 2.01 0.24 -0.24
N 0.31 3.08 -1.45 -0.17
N 1.21 2.03 -1.63 -0.56
H -2.17 5.84 -0.67 0.24
H -1.66 5.01 -2.15 0.35
H -0.44 5.66 -1.01 0.37
H 0.33 3.86 -2.10 0.24
H 2.17 2.32 -1.45 0.35
H 1.18 1.66 -2.58 0.34
F 2.46 -0.79 -1.58 -0.42
As 3.81 -0.56 -2.90 2.07
F 2.46 -0.31 -3.97 -0.45
F 3.69 -2.28 -3.07 -0.48
F 4.98 -0.33 -4.09 -0.41
F 4.95 -0.75 -1.59 -0.46
F 3.72 1.15 -2.47 -0.50

Max |F|, respectively: 1.26, 2.26 eV/A.